The following is a DFT calculation (wB97M-V/def2-TZVPD) of a cluster of 16 separate species, C64H112N16 in total at a distorted geometry.

Structure (XYZ):
```
192
Properties=species:S:1:pos:R:3:forces:R:3:lowdin_charge:R:1
C -0.8788 -0.2604 -2.1619 0.054 -0.187 0.824 -0.085
C 0.1515 -0.7704 -1.1108 0.498 1.030 -0.286 -0.211
C -0.0129 -0.1052 0.2830 -0.442 -0.095 -0.022 -0.180
C 0.2977 1.3308 0.3964 0.303 0.641 -0.398 -0.173
N 0.5744 2.4525 0.4833 -0.237 -1.091 -0.121 0.190
H -0.8272 -0.7313 -3.1436 0.120 -0.375 0.133 0.046
H -0.7589 0.8048 -2.3598 0.238 0.113 0.230 0.048
H -1.8931 -0.3479 -1.7726 -0.097 -0.216 -0.121 0.044
H 1.1510 -0.5484 -1.4847 0.219 0.281 0.031 0.070
H 0.2351 -1.8446 -0.9463 -0.733 -0.120 -0.087 0.080
H 0.5636 -0.6116 1.0572 0.242 -0.141 -0.246 0.065
H -1.0451 -0.2318 0.6098 -0.152 0.097 0.014 0.082
C 1.5292 -4.4970 -2.4008 0.148 0.389 0.133 -0.090
C 1.3472 -5.3134 -3.6639 1.603 0.182 -0.028 -0.268
C 0.0764 -6.0594 -3.8076 -1.875 -0.266 0.869 -0.193
C -0.2952 -6.8059 -2.5714 -0.280 -1.841 1.354 -0.212
N -0.5591 -7.4699 -1.6425 0.531 1.785 -2.093 0.155
H 0.9605 -3.5683 -2.4480 -0.373 -0.053 0.236 0.059
H 2.5642 -4.1720 -2.2949 0.130 -0.103 -0.117 0.073
H 1.3095 -5.0585 -1.4927 -0.238 0.065 -0.042 0.057
H 2.1579 -6.0412 -3.6982 0.161 0.014 -0.192 0.120
H 1.4460 -4.6512 -4.5241 0.145 -0.079 -0.168 0.104
H 0.0447 -6.7217 -4.6726 0.183 -0.163 0.153 0.126
H -0.7475 -5.3606 -3.9525 -0.176 0.211 -0.107 0.097
C -2.3129 6.5733 0.2184 -0.420 -0.882 0.063 -0.092
C -1.6499 5.1736 0.1501 0.566 1.415 0.448 -0.262
C -1.1507 4.7864 -1.2292 -0.527 0.211 -0.474 -0.196
C -0.2748 5.8269 -1.7857 -1.111 -1.527 0.823 -0.234
N 0.4061 6.6527 -2.1617 1.130 1.298 -0.762 0.178
H -1.6385 7.4253 0.1320 0.095 -0.237 -0.065 0.058
H -2.8106 6.6064 1.1875 0.044 0.348 0.083 0.059
H -3.1100 6.6449 -0.5216 -0.032 0.159 -0.193 0.067
H -2.3490 4.4422 0.5558 0.297 -0.212 -0.168 0.088
H -0.7597 5.2630 0.7727 -0.078 -0.452 0.416 0.084
H -2.0242 4.7308 -1.8789 0.014 -0.154 -0.301 0.095
H -0.6436 3.8217 -1.2414 0.024 0.050 0.079 0.075
C -4.4916 0.8496 3.7129 0.029 0.171 -0.267 -0.093
C -5.1595 0.8664 2.3162 0.147 0.187 1.106 -0.242
C -4.8114 -0.3959 1.5549 0.019 0.150 -0.666 -0.222
C -5.2452 -1.5844 2.2763 -1.092 -2.781 1.677 -0.232
N -5.6108 -2.5134 2.9006 1.105 2.553 -1.745 0.158
H -4.6899 1.7152 4.3449 -0.223 0.141 -0.254 0.068
H -3.4082 0.7894 3.6103 0.099 -0.018 -0.111 0.055
H -4.7947 -0.0259 4.2872 -0.129 -0.077 -0.077 0.061
H -4.8692 1.7313 1.7197 0.220 -0.014 0.064 0.088
H -6.2464 0.8994 2.3910 -0.075 0.101 0.216 0.110
H -3.7462 -0.4813 1.3399 0.118 0.034 0.165 0.089
H -5.3125 -0.3269 0.5894 -0.043 -0.396 -0.124 0.117
C 4.1517 1.5157 0.7394 -1.525 -0.738 -0.579 -0.088
C 4.4308 0.9975 -0.7188 0.268 2.125 1.783 -0.218
C 5.5990 -0.0054 -0.7929 -0.191 0.478 -0.476 -0.176
C 6.7767 0.2413 0.0625 0.590 0.485 1.290 -0.228
N 7.6745 0.4301 0.7780 -1.349 -0.362 -1.200 0.146
H 3.3134 2.2088 0.8095 0.108 0.632 -0.819 0.036
H 4.9789 2.0090 1.2496 0.182 -0.597 -0.048 0.078
H 3.6268 0.7221 1.2712 0.926 -0.528 0.703 0.037
H 4.6274 1.9378 -1.2340 0.522 -0.252 -0.561 0.083
H 3.5136 0.6305 -1.1794 0.123 -0.469 0.161 0.081
H 5.9816 0.0556 -1.8117 -0.063 -0.553 -0.171 0.107
H 5.1931 -0.9911 -0.5651 0.291 -0.178 -0.119 0.092
C 3.3159 1.1703 5.2908 -1.288 -0.050 -0.643 -0.085
C 1.9467 0.9970 4.5727 1.110 0.116 0.627 -0.250
C 1.8838 -0.2978 3.7534 -0.235 0.632 -0.176 -0.200
C 1.9094 -1.4683 4.6178 -0.253 -2.740 2.022 -0.220
N 1.9126 -2.3971 5.3421 0.014 2.501 -2.047 0.164
H 4.0838 1.2696 4.5235 0.243 -0.022 0.189 0.068
H 3.4862 0.2937 5.9157 0.301 0.178 0.147 0.068
H 3.2357 2.0875 5.8744 0.349 -0.152 0.165 0.060
H 1.7985 1.8846 3.9577 -0.232 -0.202 -0.284 0.089
H 1.1646 0.9857 5.3319 -0.141 0.021 -0.091 0.099
H 2.6901 -0.4097 3.0285 0.109 0.261 0.110 0.069
H 0.9636 -0.2735 3.1696 -0.175 -0.416 0.062 0.084
C -3.5668 -3.3017 -0.2059 1.054 -0.482 -1.250 -0.071
C -2.8094 -3.8503 -1.4942 -1.176 -0.338 -0.577 -0.197
C -3.5189 -5.0737 -2.2142 -0.461 0.673 0.980 -0.179
C -4.8915 -4.7332 -2.6294 -0.403 0.229 0.084 -0.238
N -5.9589 -4.4491 -2.9626 0.612 -0.115 0.082 0.158
H -3.8567 -4.0977 0.4800 0.112 -0.049 -0.043 0.074
H -4.4580 -2.7262 -0.4562 0.009 -0.148 -0.247 0.063
H -2.8773 -2.6278 0.3026 -0.016 -0.023 0.171 0.045
H -1.7675 -4.1300 -1.3378 -0.079 -0.166 0.532 0.076
H -2.7579 -3.0912 -2.2748 -0.079 0.477 0.196 0.077
H -3.5951 -5.9007 -1.5084 0.082 -0.169 -0.096 0.116
H -3.0446 -5.4354 -3.1266 0.486 0.081 0.226 0.082
C 1.8197 2.5174 -3.1989 0.342 0.586 -0.292 -0.092
C 2.0632 3.7630 -4.1124 -0.691 -0.142 0.907 -0.225
C 3.5054 4.2653 -4.2159 -0.050 -0.456 -0.009 -0.176
C 4.1551 4.5352 -2.9217 -0.632 -0.389 -1.377 -0.211
N 4.6529 4.8169 -1.9363 0.437 0.148 1.085 0.168
H 1.9564 2.7965 -2.1541 0.326 -0.044 0.077 0.056
H 2.4785 1.6877 -3.4553 0.268 0.070 0.065 0.042
H 0.8117 2.1037 -3.2267 -0.199 0.351 -0.403 0.046
H 1.4983 4.5970 -3.6961 -0.313 -0.058 -0.066 0.077
H 1.7051 3.6053 -5.1297 -0.014 -0.132 0.004 0.104
H 3.5129 5.2068 -4.7650 0.019 -0.015 -0.072 0.121
H 4.0515 3.5286 -4.8050 0.499 0.084 0.240 0.113
C -6.6938 3.0042 -1.7910 1.300 0.625 -0.339 -0.079
C -5.5512 3.6828 -2.6323 -1.846 0.455 0.241 -0.248
C -4.2967 2.8628 -2.8762 -0.360 0.181 0.076 -0.191
C -3.6416 2.4124 -1.6521 1.245 -0.897 2.429 -0.205
N -3.1125 2.0569 -0.6681 -1.274 0.799 -2.258 0.190
H -7.0946 2.1234 -2.2928 -0.002 0.040 0.047 0.073
H -7.4779 3.7408 -1.6158 -0.086 -0.156 -0.108 0.070
H -6.2900 2.7257 -0.8176 -0.095 -0.182 0.066 0.054
H -5.3747 4.6902 -2.2554 0.546 -0.184 0.646 0.101
H -5.9934 3.9680 -3.5869 0.112 -0.489 -0.421 0.103
H -3.5905 3.4815 -3.4299 0.130 -0.246 -0.186 0.116
H -4.5849 1.9793 -3.4458 0.343 -0.088 -0.104 0.088
C 5.8566 -4.4929 0.8500 0.075 0.038 0.368 -0.107
C 6.2103 -3.1840 1.5403 0.133 0.582 -0.099 -0.245
C 5.0706 -2.6615 2.4261 -0.356 -0.037 0.170 -0.157
C 3.8269 -2.3444 1.7054 0.720 -0.291 0.288 -0.221
N 2.8360 -2.0883 1.1917 -0.386 0.150 -0.485 0.195
H 4.8785 -4.3914 0.3797 0.013 -0.057 -0.241 0.058
H 5.7554 -5.3163 1.5570 0.091 0.005 -0.022 0.054
H 6.6064 -4.7454 0.1003 -0.087 -0.055 0.000 0.075
H 6.4908 -2.4448 0.7900 -0.326 0.209 -0.103 0.077
H 7.1142 -3.2021 2.1492 -0.063 -0.502 0.189 0.114
H 5.3107 -1.7828 3.0247 0.324 0.216 -0.239 0.121
H 4.7990 -3.4027 3.1777 -0.042 -0.294 -0.043 0.121
C 2.6209 4.9866 2.5606 -0.414 0.144 -0.643 -0.108
C 3.3970 5.6930 1.4364 0.376 0.539 1.296 -0.234
C 2.5566 6.4482 0.3734 1.023 -0.880 0.257 -0.194
C 1.5634 7.2960 0.9631 -0.459 -0.395 0.372 -0.262
N 0.7637 7.9131 1.4978 -0.562 0.527 0.332 0.162
H 3.2677 4.4609 3.2631 0.182 -0.234 -0.350 0.073
H 1.9602 4.3045 2.0255 -0.238 -0.446 0.502 0.039
H 2.0201 5.6297 3.2037 -0.096 0.332 -0.317 0.052
H 4.0448 4.9289 1.0069 -0.105 0.269 -0.564 0.086
H 4.0546 6.4221 1.9097 0.208 0.094 -0.082 0.106
H 2.0952 5.7023 -0.2737 -0.057 0.366 -0.281 0.089
H 3.1947 7.1439 -0.1716 0.174 -0.492 -0.476 0.120
C 0.1474 -4.7888 1.2704 0.667 0.165 0.636 -0.086
C 0.6424 -4.2886 2.6477 -0.722 -0.051 0.462 -0.254
C 1.2625 -5.4317 3.4753 -0.077 -0.404 -0.598 -0.177
C 2.4456 -5.9827 2.7669 2.115 -0.695 -0.590 -0.197
N 3.4012 -6.3739 2.2085 -2.458 0.966 1.338 0.150
H 0.9317 -5.3886 0.8087 0.121 0.166 -0.244 0.050
H -0.0979 -3.9441 0.6266 -0.091 -0.090 -0.050 0.052
H -0.6981 -5.4705 1.3620 -0.206 0.190 0.096 0.077
H -0.1993 -3.9057 3.2247 -0.212 -0.206 0.017 0.063
H 1.2760 -3.4021 2.6191 0.359 -0.378 -0.424 0.058
H 0.5285 -6.2319 3.5698 -0.089 -0.257 -0.384 0.114
H 1.4599 -5.2251 4.5272 0.545 0.576 -0.206 0.103
C -1.1673 3.4538 3.2376 1.384 0.690 0.206 -0.111
C -1.6874 4.7010 3.9285 -1.520 -0.175 0.196 -0.251
C -0.6869 5.4752 4.7910 0.294 -0.303 -0.037 -0.161
C 0.1822 4.5591 5.5753 -0.580 1.182 -0.623 -0.219
N 0.8500 3.8916 6.2193 0.384 -0.535 0.285 0.163
H -0.7048 2.8301 4.0026 -0.274 -0.506 -0.100 0.057
H -0.3235 3.7856 2.6325 0.084 -0.210 -0.333 0.035
H -1.8315 2.8988 2.5751 -0.257 0.169 0.339 0.067
H -2.5110 4.4431 4.5943 -0.116 -0.280 0.127 0.103
H -2.1721 5.3684 3.2159 0.325 0.257 -0.130 0.091
H -1.2135 6.1143 5.4998 -0.072 -0.098 0.075 0.118
H -0.0961 6.1676 4.1912 0.360 -0.249 -0.051 0.101
C -2.1378 -2.6493 -6.0278 -0.435 -1.019 -0.107 -0.092
C -3.4479 -3.3751 -5.6002 -0.311 0.417 -0.467 -0.227
C -4.6737 -2.3976 -5.4389 1.185 -1.015 -0.231 -0.162
C -4.4269 -1.3831 -4.3911 -0.368 -0.165 -0.206 -0.198
N -4.2345 -0.5737 -3.5942 0.011 -0.332 -0.303 0.171
H -1.3922 -3.3964 -6.2997 0.336 -0.111 0.623 0.064
H -1.7596 -1.9288 -5.3025 0.007 -0.158 0.082 0.049
H -2.2279 -2.1553 -6.9952 -0.617 0.371 0.104 0.075
H -3.4265 -4.0877 -4.7756 0.694 0.810 0.799 0.063
H -3.6951 -4.1475 -6.3285 -0.257 0.528 -0.833 0.107
H -5.5432 -3.0251 -5.2430 -0.142 0.406 0.387 0.096
H -4.8148 -1.9233 -6.4101 -0.102 0.327 0.165 0.115
C -1.7325 -1.8168 6.7532 1.237 -0.997 0.495 -0.094
C -1.9280 -3.1846 6.0671 -0.105 0.793 0.716 -0.256
C -2.6637 -3.1464 4.7566 0.102 0.126 -1.438 -0.187
C -2.0592 -2.2234 3.7320 0.569 1.546 -1.225 -0.179
N -1.5839 -1.5065 2.9292 -1.263 -1.928 2.138 0.183
H -2.6147 -1.3995 7.2387 -0.074 0.168 -0.557 0.076
H -1.1130 -1.1265 6.1807 -0.617 0.279 -0.373 0.060
H -1.0426 -2.0584 7.5617 -0.074 0.120 0.417 0.069
H -2.5283 -3.7718 6.7621 0.048 -0.313 -0.120 0.111
H -0.9623 -3.6779 5.9569 0.041 0.079 -0.054 0.098
H -3.7274 -2.9446 4.8825 0.045 0.475 -0.140 0.101
H -2.6474 -4.1204 4.2677 0.053 -0.219 0.024 0.114
C 1.2468 -0.0803 -5.8899 0.147 0.640 -0.153 -0.098
C 1.6348 -1.3681 -5.2018 0.304 -0.521 0.032 -0.243
C 2.7762 -1.3252 -4.1366 -0.321 0.369 -0.345 -0.163
C 3.8920 -0.4629 -4.5285 0.853 0.860 -0.531 -0.240
N 4.7547 0.2381 -4.8553 -0.931 -0.741 0.402 0.160
H 1.1012 0.7397 -5.1866 0.011 0.018 0.043 0.055
H 0.3161 -0.1906 -6.4465 -0.085 -0.191 0.096 0.071
H 1.9842 0.2333 -6.6288 0.188 0.057 0.146 0.081
H 1.9494 -2.0739 -5.9706 -0.060 -0.154 -0.024 0.109
H 0.7286 -1.7722 -4.7506 0.167 -0.246 0.304 0.076
H 3.2031 -2.3129 -3.9627 -0.228 -0.118 0.020 0.107
H 2.4118 -0.9491 -3.1806 -0.086 -0.017 0.041 0.087
```
Positions in Å, forces in eV/Å.

Properties
molecular weight = 1105.7 g mol⁻¹
E = -92023.2261 eV
orbital gap = 0.40296 Eh
relative energy (zero: lowest compared OMol25 entry of this formula, charge and spin) = 218.9 kJ/mol
lowest unoccupied orbital energy = -0.01 eV